[1]
{
  "formula": "C18H28NaO18",
  "method": "wB97M-V/def2-TZVPD",
  "species": ["Na", "C", "C", "O", "C", "O", "O", "H", "H", "H", "H", "C", "C", "O", "C", "O", "O", "H", "H", "H", "H", "C", "C", "O", "C", "O", "O", "H", "H", "H", "H", "C", "C", "O", "C", "O", "O", "H", "H", "H", "H", "C", "O", "C", "O", "O", "C", "H", "H", "H", "H", "H", "H", "C", "O", "C", "O", "O", "C", "H", "H", "H", "H", "H", "H"],
  "coordinates": [[0.62685, 0.46625, -0.95278], [-5.06147, 1.23733, -0.31316], [-5.42726, 1.74890, -1.69771], [-4.15471, 1.69897, -2.38839], [-3.21952, 1.13156, -1.62035], [-2.07251, 1.03918, -1.95563], [-3.75637, 0.68036, -0.47904], [-5.66015, 0.36973, -0.03844], [-5.04251, 2.00008, 0.46384], [-5.69076, 2.79960, -1.64462], [-6.17647, 1.08397, -2.11454], [2.77174, -4.63977, 0.62868], [4.05111, -3.91788, 1.03918], [3.78065, -2.52069, 0.94668], [2.56100, -2.34615, 0.41258], [2.03507, -1.31120, 0.16955], [1.97028, -3.52885, 0.20239], [2.30089, -5.21617, 1.42373], [2.87418, -5.27153, -0.25180], [4.84200, -4.22486, 0.35633], [4.31468, -4.11775, 2.07529], [-1.86117, -1.10348, 3.85417], [-0.32435, -1.18819, 3.93669], [0.00502, -0.54351, 2.68687], [-1.02856, -0.58667, 1.83986], [-0.98783, -0.27930, 0.70116], [-2.05917, -1.20622, 2.46774], [-2.24611, -0.20617, 4.33889], [-2.30247, -1.98936, 4.30723], [0.00828, -2.22747, 3.94996], [0.22548, -0.66332, 4.71146], [-1.70307, 5.50418, -1.08532], [-0.30806, 5.97191, -0.62180], [0.10179, 4.81006, 0.12949], [-0.62932, 3.75701, -0.27532], [-0.47442, 2.64348, 0.14422], [-1.47890, 4.09982, -1.25390], [-1.87999, 5.94980, -2.06489], [-2.52056, 5.72563, -0.40288], [-0.38451, 6.83318, 0.03695], [0.36966, 6.17416, -1.44881], [1.55967, 2.43370, 2.59173], [2.95860, 2.37836, 2.35719], [3.41326, 1.83848, 1.25765], [2.78282, 1.56988, 0.25908], [4.73666, 1.71510, 1.34327], [5.36964, 1.06734, 0.26983], [1.17681, 3.44750, 2.56441], [1.42846, 2.03058, 3.60141], [0.95453, 1.74660, 2.00661], [5.02235, 0.04063, 0.12030], [6.44804, 1.01476, 0.38900], [5.16054, 1.57074, -0.67819], [0.40425, -4.39306, -4.42191], [0.76421, -3.15430, -3.81733], [-0.00060, -2.59253, -2.90172], [0.35634, -1.66154, -2.24488], [-1.22052, -3.13728, -2.84253], [-2.05230, -2.68792, -1.75968], [-0.22105, -5.05580, -3.82644], [1.34092, -4.92111, -4.59094], [-0.09851, -4.22361, -5.37225], [-1.59226, -3.08306, -0.85366], [-3.07564, -2.98315, -1.95527], [-2.00472, -1.59693, -1.70921]],
  "atomic_forces_ev_per_a": [[-0.146, -0.273, 0.379], [-0.021, -1.024, 0.254], [0.966, 0.245, 0.572], [-0.872, 0.181, -0.320], [0.635, -0.043, -0.392], [-0.310, -0.304, 0.273], [0.635, 0.293, 0.214], [-0.345, 0.418, 0.333], [-0.012, -0.075, 0.007], [-0.526, -0.090, -0.349], [0.073, 0.321, -0.671], [-0.135, 0.691, -0.531], [0.524, -0.794, 0.401], [-0.050, 0.047, -0.332], [-0.187, -0.546, 0.102], [0.139, 0.618, 0.021], [-0.963, -0.440, 0.024], [-0.191, 0.295, 0.040], [0.249, -0.122, 0.154], [0.294, 0.437, 0.200], [0.227, -0.092, -0.106], [1.031, -1.146, 1.538], [-0.370, 0.292, -0.497], [0.915, 0.288, 0.189], [0.328, -1.512, 0.914], [-0.146, 0.423, -0.754], [-0.865, 0.989, -0.844], [-0.214, 0.177, -0.496], [-0.188, 0.180, 0.073], [0.068, 0.011, -0.367], [-0.446, 0.203, 0.189], [1.202, 0.984, -1.427], [-1.241, -0.266, 0.567], [0.042, 0.302, 0.069], [0.900, -0.879, -0.016], [-0.080, 0.355, -0.276], [-0.731, 0.196, 0.601], [-0.442, -0.225, 0.084], [0.072, -0.205, 0.163], [0.261, -0.068, 0.082], [0.072, -0.203, 0.045], [-0.728, -0.868, 1.046], [0.151, 0.100, 0.576], [0.259, 0.192, -1.453], [-0.426, -0.230, 0.115], [0.067, 0.031, 0.965], [0.037, -0.693, -1.693], [0.168, 0.100, -0.303], [0.147, 0.406, 0.117], [0.394, 0.324, -0.672], [-0.199, 0.077, 0.367], [-0.080, 0.392, 0.585], [0.019, 0.172, 0.164], [0.091, -0.728, -0.479], [0.301, -0.114, 0.215], [-1.090, -0.368, -0.436], [0.493, 0.912, 0.519], [-0.069, -0.322, -0.266], [0.822, 0.876, 0.081], [-0.054, 0.423, 0.320], [0.025, 0.156, -0.159], [0.035, 0.132, 0.004], [-0.577, -0.062, 0.187], [0.120, -0.435, 0.026], [-0.058, -0.112, 0.065]],
  "e_tot_ha": -2219.2357,
  "max_force_ev_per_a": 2.18,
  "e_above_lowest_kcal_mol": 0.0,
  "gap_ev": 10.98,
  "mol_weight_g_mol": 555.4,
  "total_charge": 1,
  "e_lumo_ev": -1.8
}

---

[2]
{
  "formula": "C3H10N2O2",
  "method": "wB97M-V/def2-TZVPD",
  "species": ["N", "C", "C", "C", "N", "O", "H", "H", "H", "H", "H", "H", "H", "H", "H", "H", "O"],
  "coordinates": [[0.89491, -0.16960, 1.73006], [0.18325, -0.29359, 0.48805], [1.04615, -0.87763, -0.62716], [-0.36454, 1.09103, 0.03560], [0.07945, 2.15185, 0.68469], [-1.14096, 1.15359, -0.90342], [1.87618, -0.39049, 1.59740], [0.51454, -0.76888, 2.45910], [-0.70628, -0.90277, 0.64857], [1.92483, -0.25090, -0.76168], [0.45418, -0.95708, -1.53394], [1.35804, -1.89629, -0.34328], [-0.26983, 3.07053, 0.44648], [0.58613, 2.03946, 1.55344], [-1.86378, -0.37886, -1.45372], [-2.57694, -1.30112, -2.39188], [-1.99532, -1.31922, -1.62831]],
  "atomic_forces_ev_per_a": [[-0.454, -1.075, -1.282], [0.767, -1.697, 1.551], [0.006, -0.135, 0.100], [-0.520, 1.757, -0.473], [-0.142, 0.054, 0.132], [0.590, -0.019, 0.432], [0.220, 0.483, 0.204], [-0.124, 0.522, 0.194], [-0.257, 0.158, -0.102], [0.136, -0.024, -0.277], [0.051, 0.124, -0.161], [-0.134, 0.448, 0.013], [-0.034, -0.048, -0.104], [0.114, -0.245, -0.067], [-0.199, -0.132, -0.105], [-0.173, -0.312, -0.179], [0.153, 0.141, 0.124]],
  "s_squared": 0.758,
  "e_tot_ha": -379.9897,
  "multiplicity": 2,
  "max_force_ev_per_a": 2.42,
  "e_above_lowest_kcal_mol": 19.4,
  "gap_ev": [11.46, 5.62],
  "mol_weight_g_mol": 106.1,
  "total_charge": 1,
  "e_lumo_ev": [-3.4, -9.2]
}

---

[3]
{
  "formula": "C5H7O3Pb",
  "method": "wB97M-V/def2-TZVPD",
  "species": ["O", "C", "C", "H", "H", "O", "O", "C", "C", "C", "H", "H", "H", "H", "H", "Pb"],
  "coordinates": [[-1.49382, -2.52819, -0.20656], [-1.04628, -3.61535, -0.10426], [-0.59710, -4.82241, 0.07979], [-0.25934, -5.39993, -0.78137], [-0.54989, -5.22287, 1.09406], [-1.17887, 0.12475, 0.00707], [0.85982, -0.65254, -0.72050], [-1.14937, 1.59014, 0.54302], [-2.20981, 2.32582, -0.19738], [-0.24226, -0.50588, -0.43498], [-1.32037, 1.46108, 1.61618], [-0.13694, 1.95462, 0.34628], [-1.73230, 3.24529, -0.56636], [-2.58546, 1.78597, -1.07449], [-3.04708, 2.58684, 0.46061], [4.51051, 2.49710, -0.15490]],
  "atomic_forces_ev_per_a": [[0.563, 0.153, -0.337], [-0.109, -0.111, 0.429], [0.118, 0.197, -0.224], [-0.177, 0.096, 0.288], [-0.018, 0.132, -0.339], [-0.527, -1.629, -0.402], [-0.974, -1.034, -0.375], [0.347, 0.244, 0.292], [-0.193, 0.860, -0.161], [0.964, 1.730, 1.202], [0.043, -0.188, -0.346], [-0.140, -0.335, -0.013], [-0.446, -0.116, 0.031], [0.108, 0.055, 0.267], [0.175, -0.141, -0.296], [0.265, 0.088, -0.016]],
  "s_squared": 0.752,
  "e_tot_ha": -612.5083,
  "multiplicity": 2,
  "max_force_ev_per_a": 2.32,
  "e_above_lowest_kcal_mol": 0.0,
  "gap_ev": [5.68, 5.80],
  "mol_weight_g_mol": 322.3,
  "total_charge": 2,
  "e_lumo_ev": [-9.4, -9.3]
}

---

[4]
{
  "formula": "C4H3Br",
  "method": "wB97M-V/def2-TZVPD",
  "species": ["C", "C", "C", "C", "Br", "H", "H", "H"],
  "coordinates": [[0.08170, -1.84676, 1.46293], [-0.37642, -2.19416, 2.50597], [0.72682, -1.74188, 0.24261], [1.50365, -1.55855, -0.68477], [-1.46018, -2.52837, 3.96526], [1.61987, 0.99984, -0.96080], [1.41828, 1.68800, -1.05291], [1.90968, -1.69582, -1.60921]],
  "atomic_forces_ev_per_a": [[0.860, -0.240, -1.558], [-1.902, -0.246, 2.216], [1.585, 0.853, -0.633], [-2.692, -0.768, 2.826], [0.988, 0.207, -1.001], [0.186, -0.639, 0.112], [-0.187, 0.745, -0.119], [1.163, 0.086, -1.843]],
  "e_tot_ha": -2728.0408,
  "max_force_ev_per_a": 3.98,
  "smiles": "C#CC#CBr.[H][H]",
  "e_above_lowest_kcal_mol": 51.2,
  "gap_ev": 9.95,
  "mol_weight_g_mol": 131.0,
  "e_lumo_ev": 0.3
}

---

[5]
{
  "formula": "C4H7FN2S",
  "method": "wB97M-V/def2-TZVPD",
  "species": ["C", "C", "C", "C", "H", "H", "H", "H", "H", "H", "H", "N", "N", "F", "S"],
  "coordinates": [[-0.62027, -0.06310, -0.99905], [0.15374, 0.15022, 0.09837], [-0.41066, 0.90234, 1.25874], [1.56754, -0.26128, 0.25218], [-2.92203, -0.68345, -1.36822], [-2.25779, 0.50955, 0.05639], [-0.31340, -0.53029, -1.86156], [-0.40309, 1.90086, 0.93957], [0.28295, 0.87736, 2.17206], [2.91661, -1.53814, -0.35604], [1.19122, -1.50722, -1.53816], [-1.94975, 0.38012, -0.99023], [1.95263, -1.16853, -0.54843], [-1.74551, 0.58489, 1.56360], [2.55779, 0.44666, 1.32077]],
  "atomic_forces_ev_per_a": [[-1.254, 0.745, 3.233], [-0.516, -0.588, -0.237], [1.467, -0.111, 1.241], [-2.651, 2.282, 0.405], [3.770, 3.682, 1.153], [0.548, -0.280, -2.988], [0.742, -0.938, -1.934], [-0.346, 1.821, -0.128], [-1.457, -0.450, -1.210], [-1.386, 0.319, -1.076], [3.690, 1.080, 4.465], [-3.968, -3.147, 0.503], [-0.243, -4.610, -5.704], [0.357, -0.297, 0.974], [1.248, 0.492, 1.303]],
  "e_tot_ha": -764.0173,
  "max_force_ev_per_a": 7.34,
  "e_above_lowest_kcal_mol": 105.3,
  "gap_ev": 7.98,
  "mol_weight_g_mol": 134.2,
  "e_lumo_ev": -0.3
}

---

[6]
{
  "formula": "C4H8N2O",
  "method": "wB97M-V/def2-TZVPD",
  "species": ["N", "C", "O", "C", "N", "C", "C", "H", "H", "H", "H", "H", "H", "H", "H"],
  "coordinates": [[1.34778, -0.76805, -0.93568], [0.41844, -0.64232, 0.12363], [0.46946, -1.82060, 0.86938], [0.55815, 0.70883, 0.85450], [-0.84473, 1.11461, 0.70450], [-1.21522, -0.16610, 0.06175], [-1.21532, 1.07103, -0.71263], [1.70397, -1.67962, -1.18236], [1.94007, 0.00783, -1.18798], [0.79255, 0.54833, 1.90939], [1.26805, 1.42252, 0.41859], [-0.45714, -1.93082, 1.10087], [-2.18710, -0.58120, 0.39654], [-0.45640, 1.09039, -1.49082], [-2.12255, 1.62519, -0.92969]],
  "atomic_forces_ev_per_a": [[-0.641, 0.046, -0.413], [-0.581, 0.409, -0.094], [-0.215, 0.071, 0.291], [0.283, 0.111, 0.164], [0.025, 0.291, 0.121], [0.349, -0.163, -0.316], [0.135, 0.303, -0.329], [-0.340, 0.107, 0.153], [-0.234, -0.149, 0.268], [0.027, 0.042, -0.084], [-0.016, -0.104, 0.065], [0.163, -0.582, 0.445], [0.909, -0.529, -0.349], [0.091, 0.387, 0.067], [0.042, -0.239, 0.012]],
  "e_tot_ha": -341.8657,
  "max_force_ev_per_a": 1.11,
  "smiles": "N[C@@]1(O)CN2C[C@H]21",
  "e_above_lowest_kcal_mol": 86.6,
  "gap_ev": 10.13,
  "mol_weight_g_mol": 100.1,
  "e_lumo_ev": 1.0
}